Record 1
DFT (the ωB97M-V functional and the def2-TZVPD basis) results for one molecule with the formula C16H12F3NO2S.

Its LUMO energy is 0.01 eV. For the orbital gap, the calculation gives 8.54 eV. The HOMO energy is -8.54 eV. Its structure (SMILES) is O=C(CSc1cccc(C(F)(F)F)c1)NC(=O)c1ccccc1.

The geometry in ORCA input format:
```
! wB97M-V def2-TZVPD RIJCOSX def2/J DEFGRID3
* xyz 0 1
S -0.691 1.809 -0.656
F -4.475 -2.290 0.529
F -6.280 -1.156 0.257
F -4.949 -1.467 -1.402
O 2.251 1.190 -1.517
O -0.706 -1.688 -1.547
N 1.236 -0.771 -0.921
C 5.838 -0.197 0.199
C -2.991 0.253 -0.316
C 3.454 -0.295 -0.117
C -2.273 1.395 0.010
C -0.451 0.637 -2.036
C 4.476 -1.460 1.720
C 5.724 -1.015 1.311
C -4.763 0.949 1.183
C -2.800 2.304 0.928
C 2.281 0.146 -0.912
C -4.031 2.080 1.509
C -0.011 -0.702 -1.513
C -4.234 0.049 0.271
C 3.343 -1.107 1.010
C 4.709 0.170 -0.506
C -4.983 -1.204 -0.085
H 1.428 -1.682 -0.518
H -1.381 0.543 -2.595
H 6.808 0.159 -0.114
H 2.375 -1.436 1.361
H -4.428 2.791 2.217
H 4.776 0.815 -1.369
H 6.605 -1.301 1.866
H -5.729 0.769 1.627
H 4.385 -2.082 2.597
H 0.327 1.098 -2.643
H -2.612 -0.489 -1.000
H -2.228 3.186 1.173
*
```

Record 2
DFT (the ωB97M-V functional and the def2-TZVPD basis) results for one molecule with the formula C19H24N2O.

Its LUMO energy is 0.86 eV. For the orbital gap, the calculation gives 7.49 eV. The HOMO energy is -6.63 eV. Its structure (SMILES) is CCOc1ccc(CNc2ccc(N3CCCC3)cc2)cc1.

The geometry in ORCA input format:
```
! wB97M-V def2-TZVPD RIJCOSX def2/J DEFGRID3
* xyz 0 1
O 4.490 1.752 -0.729
N -3.675 0.166 -0.117
N 0.723 -3.221 0.600
C -2.191 -1.089 1.315
C -0.703 -1.879 -0.871
C 3.357 -0.048 -1.683
C -1.794 -1.049 -1.039
C -0.326 -2.325 0.392
C 3.872 0.553 -0.534
C 3.809 3.194 1.127
C 3.109 -1.338 0.735
C -1.094 -1.907 1.478
C 3.743 -0.109 0.682
C -2.566 -0.630 0.048
C 1.858 -3.256 -0.302
C -4.271 0.912 0.972
C 4.944 2.499 0.381
C -5.345 1.484 -1.082
C -5.022 2.059 0.294
C -4.085 0.685 -1.403
C 2.724 -1.270 -1.614
C 2.589 -1.936 -0.403
H 5.529 1.867 1.062
H -6.202 0.814 -1.016
H 4.134 0.313 1.595
H -3.314 1.340 -1.840
H 3.467 0.470 -2.623
H 3.109 2.468 1.534
H -5.910 2.358 0.848
H 3.024 -1.837 1.690
H -0.144 -2.176 -1.744
H 2.537 -4.031 0.068
H -4.368 2.925 0.189
H 4.214 3.791 1.940
H -3.509 1.283 1.667
H 3.267 3.846 0.446
H 2.334 -1.716 -2.518
H -4.280 -0.133 -2.102
H 5.615 3.246 -0.052
H -2.043 -0.724 -2.037
H -4.965 0.271 1.534
H -2.765 -0.809 2.185
H 1.509 -3.565 -1.291
H 0.994 -3.256 1.574
H -0.828 -2.242 2.473
H -5.553 2.250 -1.826
*
```

Record 3
DFT (the ωB97M-V functional and the def2-TZVPD basis) results for a 5-piece molecular cluster, C24H16BF4O16 overall at a distorted geometry.

Its LUMO energy is -0.20 eV. For the orbital gap, the calculation gives 6.31 eV. The HOMO energy is -6.51 eV.

The geometry in ORCA input format:
```
! wB97M-V def2-TZVPD RIJCOSX def2/J DEFGRID3
* xyz -1 1
F 2.332 1.048 -1.168
F 1.718 -0.054 0.677
F 1.371 2.140 0.550
F 0.227 0.782 -0.737
O -1.281 -6.541 -0.288
O 6.892 -4.414 3.417
O -1.730 0.737 -3.820
O -3.487 -2.602 -1.034
O -1.409 6.329 -2.993
O -1.764 -3.224 3.308
O -4.120 0.871 -5.193
O 2.711 -2.333 2.195
O -5.820 -2.806 -2.615
O -0.429 5.182 1.623
O -2.606 8.582 -2.224
O -0.047 -1.508 2.283
O 8.057 -1.978 3.253
O -2.357 7.016 2.354
O 4.102 0.166 1.720
O 0.370 -4.587 -1.582
C 6.879 -1.988 3.055
C -1.447 6.502 -1.828
C -1.317 5.694 0.711
C -1.032 5.577 -0.832
C 6.138 -0.839 2.601
C -3.666 -1.954 -2.068
C 3.910 -2.166 2.363
C 4.531 -3.237 2.753
C -2.504 -1.129 -2.335
C -2.580 7.887 0.177
C -2.108 6.928 1.191
C -1.434 -4.904 1.652
C -3.939 0.005 -4.308
C 0.215 -3.126 0.216
C -0.110 -4.338 -0.501
C -0.398 -2.683 1.577
C -2.246 7.713 -1.274
C -2.713 -0.161 -3.492
C -0.948 -5.258 0.246
C 6.115 -3.308 3.167
C -4.857 -1.866 -2.781
C 4.636 -0.914 2.241
C -1.108 -3.665 2.355
C -5.045 -0.884 -3.912
B 1.448 0.929 -0.219
H 7.779 -4.249 3.587
H 3.295 0.076 1.436
H 3.853 -4.118 2.840
H 0.743 -1.222 1.680
H -1.568 -1.355 -1.901
H -0.725 -6.502 -1.019
H 0.209 4.650 1.218
H -1.976 -5.571 2.529
H -1.159 0.745 -3.107
H -5.572 -3.015 -1.890
H -3.266 8.715 0.587
H 6.679 -0.004 2.464
H -2.044 8.444 -2.971
H -5.948 -0.694 -4.426
H -0.410 4.926 -1.157
H 0.967 -2.438 -0.353
*
```

Short version: ΔE to the lowest compared entry with this formula, charge and spin = 0.0000; 1.1473; 3.9978 eV, in the order given.